The following is a DFT calculation (the ωB97M-V functional and the def2-TZVPD basis) of a molecular structure, C37H33N5O5PdS at a distorted geometry.

## Properties
**Total charge**: -2
**Kohn-Sham gap**: 3.02 eV
**Spin multiplicity**: 1
**Energy relative to the best compared isomer or geometry (same formula, charge and spin)**: 37.5 kJ/mol

The geometry in XYZ format:
```
82
Properties=species:S:1:pos:R:3:lowdin_charge:R:1
Pd 1.434 -0.254 0.335 0.35
O 3.550 3.483 1.062 -0.37
S 2.644 2.337 1.013 0.56
O 1.599 2.463 0.019 -0.36
N 3.373 0.952 0.801 -0.17
C 4.129 0.309 1.690 -0.30
C 4.762 0.871 2.805 -0.04
C 5.520 0.085 3.660 -0.12
C 5.719 -1.259 3.424 -0.10
C 5.127 -1.873 2.306 -0.19
C 5.321 -3.231 1.966 -0.05
C 4.672 -3.740 0.860 -0.10
C 3.814 -2.914 0.134 -0.16
N 3.616 -1.635 0.409 0.09
C 4.292 -1.103 1.453 -0.17
C 1.791 2.341 2.617 -0.26
C 1.085 1.229 3.031 -0.07
C 0.381 1.279 4.223 -0.08
C 0.388 2.437 4.985 -0.12
C 1.098 3.552 4.560 -0.11
C 1.803 3.500 3.368 -0.08
H 4.643 1.929 2.991 0.09
H 5.972 0.542 4.535 0.09
H 6.315 -1.858 4.104 0.08
H 5.977 -3.847 2.574 0.09
H 4.826 -4.766 0.541 0.08
H 3.283 -3.314 -0.725 0.09
H 1.067 0.346 2.369 0.04
H -0.177 0.411 4.554 0.10
H -0.172 2.487 5.911 0.08
H 1.093 4.457 5.155 0.08
H 2.361 4.344 2.995 0.10
C -3.536 0.026 -5.716 -0.09
O -3.867 -0.816 -4.637 -0.12
C -4.447 -0.146 -3.552 -0.22
C -5.769 0.283 -3.603 -0.04
C -6.331 0.932 -2.515 -0.13
C -5.569 1.162 -1.383 -0.10
C -4.248 0.733 -1.316 -0.02
C -3.669 0.066 -2.399 -0.18
N -2.381 -0.390 -2.385 0.14
C -1.476 -0.379 -1.284 -0.34
N -1.951 -1.104 -0.253 0.14
C -1.389 -1.638 0.921 -0.21
C -0.036 -1.533 1.279 -0.14
C 0.315 -2.230 2.448 -0.17
C -0.593 -2.930 3.227 -0.14
C -1.930 -2.973 2.867 -0.08
C -2.318 -2.347 1.696 -0.25
O -3.666 -2.425 1.263 -0.15
C -4.482 -1.426 1.817 -0.12
N -0.342 0.196 -1.392 0.14
C -0.105 1.002 -2.498 -0.21
C -0.764 2.233 -2.610 -0.03
C -0.614 3.041 -3.718 -0.12
C 0.165 2.621 -4.781 -0.13
C 0.837 1.411 -4.687 -0.03
C 0.747 0.614 -3.554 -0.23
O 1.417 -0.583 -3.596 -0.11
C 2.273 -0.879 -2.488 -0.09
H -3.093 -0.618 -6.476 0.09
H -2.814 0.797 -5.419 0.09
H -4.428 0.516 -6.127 0.08
H -6.350 0.086 -4.496 0.11
H -7.361 1.263 -2.562 0.09
H -5.996 1.692 -0.544 0.10
H -3.653 0.942 -0.442 0.11
H -1.959 -0.549 -3.289 0.15
H -2.883 -1.473 -0.407 0.13
H 1.353 -2.230 2.766 0.07
H -0.272 -3.429 4.137 0.08
H -2.667 -3.483 3.475 0.09
H -5.448 -1.492 1.309 0.08
H -4.059 -0.427 1.663 0.08
H -4.624 -1.579 2.896 0.08
H -1.404 2.541 -1.797 0.11
H -1.124 3.996 -3.765 0.09
H 0.262 3.230 -5.672 0.08
H 1.443 1.050 -5.507 0.10
H 2.439 -1.956 -2.532 0.07
H 1.838 -0.607 -1.484 0.00
H 3.224 -0.348 -2.604 0.09
```